[1]
C32H55N2O15P3S | ωB97M-V/def2-TZVPD

The geometry in ORCA input format:
```
! wB97M-V def2-TZVPD RIJCOSX def2/J DEFGRID3
* xyz 0 1
C 4.4596 -2.1405 0.1220
C 3.4307 -1.7640 -0.9113
O 2.4446 -1.1164 -0.6396
O 3.7323 -2.2121 -2.1426
C 2.9964 -1.6030 -3.2123
C 1.7429 -2.3887 -3.5198
C 0.5515 -1.7447 -3.8192
C -0.5849 -2.4979 -4.0681
C -0.5122 -3.8747 -4.0250
C 0.6834 -4.5352 -3.7433
C 1.8099 -3.7746 -3.4986
N 0.7583 -5.9734 -3.6871
P 0.7985 -6.7532 -5.2338
O 1.9711 -7.6104 -5.3646
O 0.7780 -5.6020 -6.3310
O -0.5688 -7.5383 -5.4936
C -0.2887 -6.4979 -2.8530
C -0.0190 -7.4047 -1.8424
C -1.0322 -7.9119 -1.0410
C -2.3439 -7.5207 -1.2574
O -3.3583 -8.0000 -0.4619
C -3.6346 -7.0692 0.6171
C -4.9138 -6.2739 0.3644
N -4.8651 -4.9122 0.9418
C -4.4713 -3.8864 -0.0345
C -5.6506 -3.1592 -0.7142
C -6.8224 -4.0681 -1.0410
O -5.1477 -2.6161 -1.9492
C -2.6468 -6.6084 -2.2600
C -1.6182 -6.1064 -3.0341
S -1.9441 -4.8908 -4.2899
H 5.4440 -1.9527 -0.3076
H 4.3580 -1.5069 0.9980
H 4.3603 -3.1806 0.4276
H 2.7950 -0.5488 -3.0323
H 3.6503 -1.6617 -4.0841
H 0.5450 -0.6632 -3.8154
H -1.5245 -2.0007 -4.2725
H 2.7462 -4.2781 -3.2936
H -0.1424 -5.2989 -6.4074
H -0.7580 -8.1628 -4.7815
H 0.9957 -7.7226 -1.6371
H -0.8259 -8.6057 -0.2372
H -2.7863 -6.3857 0.7077
H -3.6971 -7.6821 1.5166
H -5.0904 -6.2017 -0.7058
H -5.7713 -6.7853 0.8073
H -4.1106 -4.9300 1.6186
H -3.9261 -3.1219 0.5238
H -3.7848 -4.2421 -0.8158
H -5.9343 -2.2900 -0.1227
H -7.1923 -4.5577 -0.1405
H -6.4520 -4.8693 -1.6919
H -7.6076 -3.5534 -1.5898
H -5.1173 -3.3431 -2.5798
H -3.6534 -6.2683 -2.4597
O 1.4683 5.0372 -2.5433
P 0.2295 4.3200 -2.1919
O -1.0405 5.1899 -2.6513
C -1.2939 5.3926 -4.0464
C -1.8238 4.1465 -4.7325
O 0.1033 4.5156 -0.5810
C 1.1908 5.0170 0.1891
C 1.0877 6.5163 0.3894
O -0.4762 2.8823 -2.1756
C 0.3372 1.6891 -2.0279
C 0.9734 1.5516 -0.6630
H -0.3824 5.7455 -4.5370
H -2.0338 6.1893 -4.1062
H -1.0629 3.3647 -4.7720
H -2.1243 4.3758 -5.7554
H -2.6782 3.7430 -4.1896
H 2.1442 4.7501 -0.2680
H 1.1538 4.5114 1.1572
H 0.8516 7.0355 -0.5387
H 2.0230 6.9181 0.7837
H 0.2873 6.7514 1.0938
H 1.0995 1.6760 -2.8126
H -0.3348 0.8513 -2.2067
H 1.7827 2.2736 -0.5284
H 1.3991 0.5511 -0.5448
H 0.2405 1.7299 0.1236
O 1.3607 6.8931 6.9484
P 2.0755 5.8814 6.1507
O 1.3819 4.4479 6.3587
C 0.0577 4.2244 5.8580
C 0.0180 4.0927 4.3455
O 3.4535 5.6274 6.9788
C 3.8526 6.4993 8.0345
C 3.3989 5.9820 9.3853
O 2.7569 5.5869 4.7293
C 3.3419 6.6715 3.9703
C 4.5939 7.2421 4.6063
H -0.6016 5.0299 6.1929
H -0.2867 3.2994 6.3180
H 0.2652 5.0389 3.8602
H -0.9784 3.7967 4.0159
H 0.7424 3.3525 4.0055
H 3.4835 7.5105 7.8611
H 4.9431 6.5522 8.0051
H 2.3563 5.6674 9.3580
H 3.5118 6.7515 10.1502
H 3.9900 5.1134 9.6796
H 2.5912 7.4503 3.8200
H 3.5842 6.2569 2.9933
H 4.3568 7.8248 5.4980
H 5.1013 7.9045 3.9045
H 5.2741 6.4461 4.9055
*
```

- highest occupied orbital energy (eV) = -8.99
- orbital gap (eV) = 9.2
- lowest unoccupied orbital energy (eV) = 0.2269
- energy (Eh) = -3912.9545
- SMILES = CC(=O)OCc1ccc2c(c1)N(P(=O)(O)O)c1ccc(OCCNC[C@H](C)O)cc1S2.CCOP(=O)(OCC)OCC.CCOP(=O)(OCC)OCC
- maximum force (hartree/bohr) = 0.106

These are the Löwdin partial charges, in e, on atoms 1 to 2:
1. C 0.0296
2. C -0.5027

[2]
C32H55N3O16S6 | ωB97M-V/def2-TZVPD

The geometry in ORCA input format:
```
! wB97M-V def2-TZVPD RIJCOSX def2/J DEFGRID3
* xyz 0 1
O -0.5490 -5.5471 1.6017
S 0.3638 -4.4525 1.4133
O 1.5643 -4.5882 0.5548
O -0.4560 -3.1789 0.7954
C -1.9066 -3.2423 0.3885
C -2.1727 -2.9791 -1.0920
C 0.7748 -3.6579 2.9523
H -2.4138 -2.4964 1.0286
H -2.2921 -4.2156 0.6483
H -1.6391 -2.0798 -1.3865
H -3.2055 -2.6886 -1.1829
H -1.9274 -3.7852 -1.7708
H -0.2232 -3.5349 3.3657
H 1.2740 -2.7571 2.7001
H 1.3783 -4.3203 3.5219
O 1.7477 1.4417 0.8195
S 0.7700 0.4121 0.5292
O -0.3064 0.1159 1.4425
O -0.0079 0.9900 -0.8165
C -1.4845 0.9548 -0.9184
C -1.9940 2.3866 -0.7930
C 1.5342 -0.9622 -0.0794
H -1.7615 0.3820 -0.0306
H -1.6612 0.4442 -1.8382
H -1.4721 3.1090 -1.4202
H -1.9465 2.6782 0.2624
H -3.0502 2.4309 -0.9512
H 0.7823 -1.6733 -0.4628
H 2.0301 -1.3375 0.7900
H 2.2851 -0.6574 -0.8279
C -5.7609 0.9952 1.0607
C -5.5041 -0.3088 1.4157
C -5.3294 -1.3005 0.4390
C -5.3297 -0.8959 -0.8654
C -5.4101 0.4363 -1.2664
C -5.7130 1.3752 -0.3141
N -5.3108 -1.9323 -1.9045
O -5.3818 -1.5347 -3.0816
O -5.3071 -3.1100 -1.5852
H -5.9496 1.7446 1.8029
H -5.4661 -0.5903 2.4563
H -5.1739 -2.3521 0.6810
H -5.4341 0.6986 -2.3102
H -5.8287 2.4329 -0.5670
C 0.4926 -1.2032 5.8457
C 0.5989 -2.3796 6.6033
C -0.4583 -3.2449 6.6595
C -1.6239 -2.8671 6.0106
C -1.7780 -1.7408 5.2373
C -0.6904 -0.8554 5.2234
N -2.7385 -3.8538 6.0584
O -3.6054 -3.7557 5.2122
O -2.7774 -4.5495 7.0579
H 1.3240 -0.5398 5.7851
H 1.5683 -2.5906 7.0285
H -0.5251 -4.1468 7.2387
H -2.6860 -1.5836 4.6923
H -0.6808 0.0602 4.6586
C 7.0107 0.8276 1.9100
C 6.1627 -0.1503 1.2839
C 4.9244 -0.3622 1.8580
C 4.5198 0.4315 2.8999
C 5.2282 1.4008 3.5540
C 6.5076 1.5370 3.0074
N 3.1776 0.1176 3.4189
O 2.6014 0.9048 4.1450
O 2.6863 -0.9802 3.0762
H 7.9993 0.9908 1.4776
H 6.5713 -0.8839 0.5861
H 4.1331 -1.0254 1.4984
H 4.7880 1.9909 4.3401
H 7.1267 2.2444 3.5633
C 0.3054 3.0547 -4.2011
S 2.0655 3.3526 -4.2693
O 2.2773 4.5959 -3.5101
C 2.5450 2.0037 -3.2044
H -0.2324 3.9253 -4.5791
H -0.0487 2.7544 -3.2163
H 0.0775 2.2222 -4.8908
H 2.5530 2.4496 -2.1996
H 3.5162 1.6012 -3.4440
H 1.8449 1.1706 -3.2161
C -0.1146 6.8665 -1.7206
S -0.2596 6.3970 -0.0349
O -1.6764 5.9141 0.1270
C 0.7948 4.9791 0.0321
H -0.8219 7.7129 -1.7326
H -0.3078 6.1038 -2.4432
H 0.8628 7.2953 -1.9396
H 1.7640 5.0602 -0.4297
H 0.2916 4.1028 -0.3316
H 0.9606 4.7596 1.1046
C 5.3858 -2.7963 -3.3477
S 5.4327 -1.7511 -1.9745
O 4.1157 -1.0684 -1.8375
C 6.5462 -0.5757 -2.6613
H 4.6962 -3.6042 -3.1951
H 6.3516 -3.2360 -3.6451
H 5.0874 -2.2118 -4.1979
H 6.6294 0.2889 -2.0192
H 6.2213 -0.3127 -3.6673
H 7.5202 -1.0651 -2.7019
C -5.2964 0.6869 -5.8431
S -3.6453 1.2020 -5.2872
O -3.8501 2.0590 -4.0730
C -3.0853 -0.3910 -4.8039
H -5.2965 -0.1635 -6.5297
H -5.7273 1.5393 -6.3676
H -5.8346 0.5085 -4.9167
H -3.6370 -0.7952 -3.9314
H -2.0640 -0.1940 -4.4150
H -2.9401 -1.0833 -5.6216
*
```

- highest occupied orbital energy (eV) = -8.36
- orbital gap (eV) = 7.5
- lowest unoccupied orbital energy (eV) = -0.9069
- energy (Eh) = -5009.0887
- maximum force (hartree/bohr) = 0.088

These are the Löwdin partial charges, in e, on atoms 1 to 2:
1. O -0.2858
2. S 0.6449

[3]
C32H55NO24 | ωB97M-V/def2-TZVPD

The geometry in ORCA input format:
```
! wB97M-V def2-TZVPD RIJCOSX def2/J DEFGRID3
* xyz 0 1
C -4.8303 1.1069 -1.6134
C -6.1173 0.4589 -2.3344
C -7.2973 0.1539 -1.3684
O -8.4283 0.4679 -2.0784
C -8.0663 0.8399 -3.2444
O -8.7163 1.0329 -4.2424
O -6.7443 1.0739 -3.3154
H -4.3473 0.5309 -0.8524
H -5.1513 2.0909 -1.2214
H -4.1613 1.3369 -2.3994
H -5.6473 -0.4651 -2.6904
H -7.1173 0.8329 -0.4854
H -7.3873 -0.8821 -0.9484
C -6.7613 -0.9091 3.9336
C -6.9153 0.1199 2.7276
C -7.0883 1.5349 3.3036
O -5.8743 2.2129 2.9046
C -5.2323 1.4869 2.1486
O -4.1933 1.7969 1.6426
O -5.7933 0.3509 1.8976
H -5.8983 -0.6271 4.5956
H -6.7433 -1.9141 3.4986
H -7.6093 -0.9941 4.6386
H -7.8123 -0.0341 2.1536
H -7.2443 1.5269 4.3576
H -8.0553 1.8579 2.7236
C 3.0997 -1.8761 -4.6344
C 3.4617 -0.6341 -3.9844
C 4.7707 -0.6481 -3.2724
O 5.2577 0.6099 -3.5414
C 4.5037 1.0759 -4.4284
O 4.8397 2.1339 -4.9544
O 3.5127 0.4179 -4.8484
H 3.8637 -2.3211 -5.2494
H 2.1877 -1.9101 -5.2654
H 3.0087 -2.6171 -3.7774
H 2.8407 -0.4441 -3.1774
H 5.4007 -1.4551 -3.6014
H 4.6207 -0.8401 -2.2014
C -0.6993 1.2089 3.9016
C 0.4127 1.4969 2.8386
C 1.8267 1.2669 3.2776
O 2.2797 0.3559 2.3366
C 1.3477 -0.0181 1.4506
O 1.5437 -0.8401 0.5956
O 0.2717 0.6359 1.7386
H -0.9213 0.1879 4.2606
H -1.6853 1.5059 3.3936
H -0.4613 1.7459 4.8116
H 0.4017 2.4359 2.2966
H 1.8277 0.7399 4.2306
H 2.4847 2.1809 3.2676
C -4.5713 0.5759 -5.8804
O -3.3173 0.9339 -6.3624
C -2.3843 0.9269 -5.4744
O -2.6283 0.9669 -4.1064
O -1.2053 0.7379 -5.9614
C -0.1473 0.7139 -5.1264
H -5.0253 1.1959 -5.0704
H -4.5963 -0.3881 -5.5034
H -5.3183 0.4829 -6.6964
H -0.1933 1.5379 -4.4534
H 0.7637 0.6949 -5.7584
H -0.0603 -0.1541 -4.4314
C 3.3737 1.8939 -0.6004
O 2.1057 2.5399 -0.4154
C 1.0707 2.1119 -1.0684
O 1.2567 1.0449 -1.9204
O -0.1173 2.7039 -0.7154
C -1.2093 1.9929 -1.1194
H 3.7267 1.9089 -1.5834
H 3.3687 0.8379 -0.3824
H 4.0507 2.4369 0.1126
H -2.0013 2.2029 -0.3444
H -0.9693 0.9379 -0.9854
H -1.5873 2.2239 -2.1094
C 4.8647 -0.8631 2.7696
O 4.9157 -2.2771 2.9966
C 6.0497 -2.7911 3.1346
O 7.1907 -2.0931 2.8256
O 6.0377 -4.1371 3.5636
C 7.1437 -5.0061 3.3186
H 5.7667 -0.2661 2.8346
H 4.3017 -0.5361 3.6516
H 4.5187 -0.6611 1.7446
H 7.1417 -5.8601 3.9916
H 8.0977 -4.5251 3.5226
H 7.0127 -5.2541 2.2046
C -3.3353 -3.5981 4.9166
O -2.6583 -3.2561 3.6896
C -2.7913 -1.9881 3.2496
O -3.5813 -0.9301 3.7956
O -2.2373 -1.8471 2.1106
C -2.5363 -0.8141 1.2596
H -4.2613 -3.0421 5.0546
H -2.7003 -3.3991 5.7826
H -3.4843 -4.6361 4.9226
H -2.0303 0.0629 1.5476
H -3.5563 -0.7091 0.9826
H -2.0053 -1.0311 0.4436
C 7.7257 0.0179 -1.1564
C 6.8357 0.3979 0.0346
C 7.4477 1.4229 0.9876
C 6.5147 1.9699 1.9726
N 5.7897 2.3369 2.7366
H 7.2487 -0.7791 -1.6334
H 8.6627 -0.5121 -0.9404
H 7.9957 0.8409 -1.7924
H 6.6167 -0.4921 0.5466
H 5.9387 0.7789 -0.3814
H 8.0157 2.1639 0.5086
H 8.1967 0.8739 1.5636
*
```

- highest occupied orbital energy (eV) = -10.03
- orbital gap (eV) = 10.3
- ΔE to the lowest compared entry with this formula, charge and spin (kJ/mol) = 283.3
- lowest unoccupied orbital energy (eV) = 0.2835
- energy (Eh) = -3112.5530
- maximum force (hartree/bohr) = 0.209

These are the Löwdin partial charges, in e, on atoms 1 to 2:
1. C 0.0205
2. C -0.3503